#one
Density functional theory data (the ωB97M-V functional and the def2-TZVPD basis) for a molecular structure, C6H10OS.

Geometry (Å):
1 C 2.06498 0.79068 -0.01162
2 C 0.77885 -0.00405 -0.04355
3 C -0.04733 -0.16173 1.23071
4 C -1.33916 -1.03706 0.79238
5 C -1.03293 -1.05524 -0.73978
6 C -0.40453 0.36319 -0.99248
7 H 2.89817 0.24880 0.50145
8 H 2.47285 0.71932 -1.10096
9 H 1.95398 1.75701 0.32279
10 H -0.36781 0.89787 1.55681
11 H 0.50681 -0.68255 1.99853
12 H -2.28180 -0.56327 1.08876
13 H -1.44269 -2.05717 1.20854
14 H -1.82685 -1.45812 -1.33045
15 H -0.10992 0.35719 -2.06132
16 H -1.03839 2.23900 -0.88372
17 O -1.43641 1.36264 -0.77483
18 S 0.65219 -1.71652 -0.76127

Computed properties:
Frontier orbital gap ... 9.36 eV
Charge ... 0
LUMO ... 0.0262 hartree

=====

#two
Density functional theory data (the ωB97M-V functional and the def2-TZVPD basis) for a single C6H10OS molecule.

Geometry (Å):
1 C 1.09121 -1.32069 0.96293
2 C 0.70803 -0.11624 0.02664
3 C -0.09913 -0.68821 -1.05664
4 C -1.54952 -0.29723 -0.91554
5 C -1.66753 0.35409 0.30827
6 C -0.27078 0.91419 0.62624
7 H 1.66540 -1.96229 0.18500
8 H 0.19002 -1.82485 1.24481
9 H 1.98332 -1.13673 1.82423
10 H 1.99076 2.15529 -0.01825
11 H 0.12083 -0.44384 -2.08080
12 H -0.18944 -1.89687 -1.08683
13 H -2.52609 -0.58938 -1.44023
14 H -2.49603 0.75355 0.78182
15 H -0.16567 0.95016 1.71710
16 H -0.84789 2.18765 -0.61391
17 O -0.23358 2.25604 0.07923
18 S 2.29609 0.70537 -0.54406

Computed properties:
Frontier orbital gap ... 9.68 eV
Charge ... 0
SMILES ... C[C@@]1(S)CC=C[C@@H]1O
LUMO ... 0.0285 hartree

=====

Which structure is the least stable? The one labeled #two.

=====

#one
Density functional theory data (the ωB97M-V functional and the def2-TZVPD basis) for a single C6H10OS molecule.

Geometry (Å):
1 C -0.97399 -0.66583 1.81473
2 C 0.26621 0.09935 1.48832
3 C -1.33487 -0.63567 0.29745
4 C 0.08517 1.23494 -0.89644
5 C 1.22905 0.58163 -1.79882
6 C -0.02429 0.04087 0.00117
7 O 1.16518 -2.05360 -1.76286
8 S 1.53536 -0.93539 -0.88054
9 H -0.97294 -1.72866 2.28096
10 H -1.61279 -0.10715 2.62378
11 H 0.49407 1.10027 1.82008
12 H 1.28373 -0.35991 1.70603
13 H -1.45930 -1.62417 -0.15569
14 H -2.24183 0.05777 0.19846
15 H 0.26705 2.17234 -0.38035
16 H -0.81085 1.44405 -1.48752
17 H 0.85882 0.46535 -2.81184
18 H 2.24621 0.91380 -2.05692

Computed properties:
Frontier orbital gap ... 9.48 eV
Charge ... 0
LUMO ... 0.0278 hartree

=====

#two
Density functional theory data (the ωB97M-V functional and the def2-TZVPD basis) for a molecular structure, C6H10OS.

Geometry (Å):
1 C -0.54239 2.19770 -0.38104
2 C 0.41454 0.90083 -0.60431
3 C 1.57989 0.47984 0.21298
4 C 0.56092 0.26848 1.36248
5 C -0.18192 -0.32240 0.23055
6 C 0.74218 -1.45039 -0.38474
7 H 0.06074 3.18297 -0.49507
8 H -1.35088 2.20269 0.61219
9 H -1.35439 2.05550 -1.32240
10 H 0.69108 0.62549 -1.68454
11 H 2.63608 1.04256 0.36545
12 H 0.79481 -0.32817 2.16845
13 H 0.21402 1.21790 1.81855
14 H -2.56668 0.55816 0.23942
15 H 0.52916 -1.68888 -1.39844
16 H 0.85656 -2.46767 0.06246
17 O 1.90248 -0.78949 -0.38078
18 S -1.94810 -0.78306 0.00404

Computed properties:
Frontier orbital gap ... 9.80 eV
Charge ... 0
LUMO ... 0.0248 hartree

=====

Which structure is the least stable? The one labeled #two.

=====

#one
Density functional theory data (the ωB97M-V functional and the def2-TZVPD basis) for a single C17H23N3O3 molecule.

Geometry (Å):
1 C 0.23141 2.41195 0.24975
2 C 0.45824 1.60796 -1.01565
3 C -1.32432 2.51307 0.54043
4 C -1.88338 1.19192 0.97115
5 C -1.80270 0.58669 2.18644
6 C -2.58658 0.25973 0.09466
7 C -2.86715 -0.86127 0.91108
8 C -2.97862 0.27612 -1.26956
9 C -3.55358 -1.96975 0.38224
10 C -3.62862 -0.83521 -1.77508
11 C -3.90618 -1.94450 -0.99017
12 C 1.85730 -0.48098 -0.70055
13 C 1.54484 -1.96186 -0.42953
14 C 2.80806 0.12725 0.35277
15 C 2.46921 -0.35101 1.79808
16 C 4.32052 0.02531 0.08198
17 C 4.96843 -1.33692 -0.06738
18 H 0.39278 4.11528 -0.84159
19 H 1.78037 3.63590 -0.06189
20 H 0.71664 1.90465 1.08736
21 H -1.34845 3.24882 1.34924
22 H -1.72837 2.93274 -0.39123
23 H -1.27537 0.98815 3.05033
24 H -2.46698 -1.27638 2.89215
25 H -2.75161 1.09724 -1.94423
26 H -3.82513 -2.81462 1.03264
27 H -3.93481 -0.81297 -2.82187
28 H -4.41530 -2.76213 -1.49192
29 H 0.16574 -0.13573 -1.78332
30 H 2.40006 -0.35790 -1.64939
31 H 2.57878 1.20396 0.34358
32 H 3.05535 0.23058 2.55429
33 H 2.78435 -1.37692 2.04120
34 H 1.40800 -0.17319 1.96371
35 H 4.43343 0.60399 -0.86733
36 H 4.89052 0.62659 0.83114
37 H 4.65656 -1.80215 -1.01938
38 H 6.06400 -1.28790 -0.06650
39 H 4.61346 -1.88856 0.82414
40 H -0.18224 -1.32256 -0.03224
41 N 0.78689 3.77191 0.04264
42 N -2.42499 -0.61901 2.14912
43 N 0.56205 0.20251 -0.85612
44 O 0.46764 2.08042 -2.15410
45 O 2.34848 -2.86198 -0.52800
46 O 0.27879 -2.17040 -0.10194

Computed properties:
Frontier orbital gap ... 8.80 eV
Charge ... 0
SMILES ... CC[C@H](C)[C@H](NC(=O)[C@@H](N)Cc1c[nH]c2ccccc12)C(=O)O
LUMO ... 0.0224 hartree

=====

#two
Density functional theory data (the ωB97M-V functional and the def2-TZVPD basis) for a single C17H23N3O3 molecule.

Geometry (Å):
1 C -0.29700 -3.11738 0.03398
2 C -1.02592 -2.13243 0.93507
3 C 1.22241 -3.10777 0.23951
4 C 1.93136 -1.87106 -0.21313
5 C 2.52868 -1.63681 -1.42589
6 C 2.14131 -0.64566 0.52064
7 C 2.83440 0.26222 -0.29320
8 C 1.81994 -0.24827 1.87208
9 C 3.22065 1.54251 0.09410
10 C 2.30139 0.97957 2.28509
11 C 2.92088 1.87836 1.39721
12 C -2.16602 0.03985 0.84731
13 C -3.52940 -0.11853 0.18045
14 C -1.59858 1.47108 0.69622
15 C -0.93663 1.80161 -0.63167
16 C -1.89480 1.68904 -1.84886
17 C -0.30683 3.23188 -0.66137
18 H -1.57443 -2.97691 -1.58105
19 H -0.00428 -2.39053 -1.85896
20 H -0.63148 -4.11438 0.34452
21 H 1.61294 -3.92786 -0.34757
22 H 1.49595 -3.24584 1.29500
23 H 2.58971 -2.29026 -2.28848
24 H 3.43383 0.08639 -2.34303
25 H 1.20947 -0.84066 2.53806
26 H 3.69038 2.26107 -0.56001
27 H 2.17594 1.34358 3.32838
28 H 3.14742 2.85390 1.81211
29 H -1.19761 -0.99958 -0.71543
30 H -2.26083 -0.23615 1.91355
31 H -2.36031 2.24094 0.84836
32 H -0.84640 1.64556 1.47950
33 H -0.19484 1.02358 -0.79117
34 H -2.34557 0.65049 -1.99259
35 H -1.42959 1.96076 -2.81184
36 H -2.72532 2.38731 -1.72315
37 H 0.00738 3.47779 -1.69111
38 H 0.55672 3.34720 -0.04817
39 H -1.02169 3.98873 -0.34697
40 H -4.20465 0.69583 1.82438
41 N -0.58950 -3.04198 -1.38156
42 N 3.09819 -0.38209 -1.49998
43 N -1.22546 -0.90838 0.33702
44 O -1.32175 -2.32658 2.12365
45 O -3.76593 -0.73167 -0.82684
46 O -4.48416 0.43154 0.93587

Computed properties:
Frontier orbital gap ... 8.72 eV
Charge ... 0
SMILES ... CC(C)C[C@H](NC(=O)[C@@H](N)Cc1c[nH]c2ccccc12)C(=O)O
LUMO ... 0.0217 hartree

=====

#three
Density functional theory data (the ωB97M-V functional and the def2-TZVPD basis) for a molecular structure, C17H23N3O3.

Geometry (Å):
1 C -0.29603 3.10693 -0.03992
2 C 0.44809 2.09926 0.92422
3 C -1.76716 2.95056 -0.11015
4 C -2.08806 1.50529 -0.36019
5 C -2.26426 0.96361 -1.64578
6 C -2.16247 0.39795 0.47460
7 C -2.29455 -0.79698 -0.31008
8 C -2.07829 0.35187 1.91289
9 C -2.21112 -2.09026 0.27591
10 C -2.19742 -0.92868 2.51099
11 C -2.31431 -2.16423 1.69247
12 C 1.77206 0.11347 0.90663
13 C 3.26404 0.04411 0.65853
14 C 1.20079 -1.34056 0.80816
15 C 1.00593 -1.58200 -0.73456
16 C 2.30795 -1.69989 -1.38175
17 C 0.14420 -2.90392 -0.93418
18 H 0.08878 3.60330 -2.10013
19 H 1.33998 3.41104 -1.10183
20 H -0.04943 4.07877 0.43569
21 H -2.15003 3.69591 -0.91497
22 H -2.04360 3.00278 1.05142
23 H -2.19318 1.40056 -2.70332
24 H -2.62348 -0.92128 -2.46530
25 H -1.87178 1.10591 2.71185
26 H -2.12168 -2.97547 -0.47944
27 H -2.43010 -0.96652 3.69210
28 H -2.53974 -3.05758 2.11252
29 H 1.15559 1.16283 -0.93015
30 H 1.70839 0.39569 2.01738
31 H 1.96374 -2.09929 1.03780
32 H 0.30328 -1.53514 1.49978
33 H 0.38949 -0.65756 -1.17717
34 H 2.50382 -2.85097 -2.33542
35 H 3.30755 -1.77484 -0.30358
36 H 2.33446 -0.55179 -2.11791
37 H -0.88221 -2.81176 -0.63616
38 H 0.86439 -3.50705 -0.37424
39 H 0.17351 -3.40287 -1.91972
40 H 4.72507 1.05648 0.15654
41 N 0.46495 2.93628 -1.38522
42 N -2.37092 -0.46667 -1.66697
43 N 1.02910 1.15087 0.12928
44 O 0.69583 2.29954 2.13110
45 O 3.95833 -0.91588 0.83751
46 O 3.80049 1.16817 0.15082

Computed properties:
Frontier orbital gap ... 8.48 eV
Charge ... 0
LUMO ... 0.0215 hartree

=====

Which structure is the least stable? The one labeled #three.

=====

#one
Density functional theory data (the ωB97M-V functional and the def2-TZVPD basis) for a single C2H3N3O molecule.

Geometry (Å):
1 O 1.93372 -0.43746 0.22142
2 C 0.81733 0.50827 -0.38514
3 N -0.01456 1.37263 0.26569
4 N -1.10591 0.59418 0.40908
5 C -0.90343 -0.64687 -0.10900
6 N 0.20999 -0.66679 -0.74560
7 H 2.63190 -0.18867 -0.36339
8 H -2.01232 0.95453 0.66470
9 H -1.55672 -1.48981 0.04223

Computed properties:
Frontier orbital gap (alpha / beta) ... 8.91 / 8.92 eV
Charge ... 0
SMILES ... Oc1nc[nH]n1
LUMO (alpha / beta) ... -0.0155 / -0.0154 hartree

=====

#two
Density functional theory data (the ωB97M-V functional and the def2-TZVPD basis) for a single C2H3N3O molecule.

Geometry (Å):
1 C 0.83031 0.43081 -0.18237
2 C -0.62265 -0.90255 0.43143
3 H 2.63887 0.60397 -0.39497
4 H -1.26112 -1.73930 0.90427
5 H -2.40328 0.23544 -0.27185
6 N 1.90472 1.11030 -0.63381
7 N 0.61004 -0.70510 0.54578
8 N -1.32930 -0.04907 -0.15483
9 O -0.36759 1.01549 -0.24366

Computed properties:
Frontier orbital gap ... 9.27 eV
Charge ... 0
SMILES ... [H]/N=c1\nc[nH]o1
LUMO ... 0.0092 hartree

=====

#three
Density functional theory data (the ωB97M-V functional and the def2-TZVPD basis) for a molecular structure, C2H3N3O.

Geometry (Å):
1 C -0.75452 1.07999 0.03770
2 C 0.03359 -0.06336 -0.04124
3 N -0.82606 -1.14706 -0.06304
4 N -2.00948 -0.76709 -0.10243
5 N 1.92628 -0.47698 0.24780
6 O -2.00604 0.63404 0.10410
7 H -0.41520 2.09860 0.32280
8 H 2.14064 0.06662 -0.68028
9 H 1.91078 -1.42476 0.17459

Computed properties:
Frontier orbital gap ... 10.58 eV
Charge ... 0
LUMO ... 0.0153 hartree

=====

#four
Density functional theory data (the ωB97M-V functional and the def2-TZVPD basis) for 2 unconnected molecules or ions with the total composition C2H3N3O.

Geometry (Å):
1 C -2.54893 -1.61689 -0.02922
2 C 0.97172 0.14902 -0.35787
3 N -2.96354 -2.10563 0.93099
4 N -1.88034 -0.92642 -0.91010
5 N -0.04552 -0.08558 0.28097
6 O 1.40542 0.08241 -1.47372
7 H 1.69867 0.60704 0.38982
8 H -1.15532 -1.42542 -1.43201
9 H -0.56832 -0.12196 1.07506

Computed properties:
Frontier orbital gap (alpha / beta) ... 8.15 / 7.71 eV
Charge ... 0
LUMO (alpha / beta) ... -0.0862 / -0.0983 hartree

=====

Which structure is the least stable? The one labeled #four.

=====

#one
Density functional theory data (the ωB97M-V functional and the def2-TZVPD basis) for a single C2H3N3O molecule.

Geometry (Å):
1 C -0.76590 -0.08218 0.03552
2 C 1.28025 -0.68284 -0.08348
3 H -2.42507 0.67585 -0.19034
4 H 2.30664 -0.99912 -0.07783
5 H -0.01248 1.47602 0.97714
6 N -2.04084 -0.19864 -0.10284
7 N 0.09966 -1.19436 0.15831
8 N -0.00803 1.14743 -0.00388
9 O 1.33615 0.64454 -0.09779

Computed properties:
Frontier orbital gap ... 10.33 eV
Charge ... 0
SMILES ... [H]/N=c1/nco[nH]1
LUMO ... 0.0207 hartree

=====

#two
Density functional theory data (the ωB97M-V functional and the def2-TZVPD basis) for a single C2H3N3O molecule.

Geometry (Å):
1 C 0.85577 -0.81029 -0.85393
2 C -0.50253 0.45870 0.32501
3 N 0.55834 -0.60776 0.36776
4 N 0.00903 -0.26844 -1.78775
5 N -0.75052 0.54360 -1.20022
6 O -1.62947 1.23560 -1.66155
7 H 1.62994 -1.64525 -1.03071
8 H -1.51258 0.29738 0.88445
9 H -0.07037 1.38278 0.53560

Computed properties:
Frontier orbital gap ... 9.68 eV
Charge ... 0
SMILES ... [O-][N+]1=NC=NC1
LUMO ... -0.0139 hartree

=====

Which structure is the least stable? The one labeled #two.

=====

#one
Density functional theory data (the ωB97M-V functional and the def2-TZVPD basis) for a molecular structure, C2H3N3O.

Geometry (Å):
1 C 1.10128 0.09168 -0.03514
2 C -0.55565 -1.02884 -0.20126
3 H -1.38539 -1.81954 0.02465
4 H -1.74281 0.75831 -0.34531
5 H 0.40067 1.70241 0.39123
6 N 0.68686 -1.30719 -0.23224
7 N -1.02544 0.24790 0.17966
8 N 0.23500 0.98038 -0.15151
9 O 2.28548 0.37488 0.36992

Computed properties:
Frontier orbital gap ... 10.41 eV
Charge ... 0
LUMO ... 0.0198 hartree

=====

#two
Density functional theory data (the ωB97M-V functional and the def2-TZVPD basis) for a single C2H3N3O molecule.

Geometry (Å):
1 O -0.39853 1.65878 -0.61147
2 C 0.51105 0.52437 -0.86828
3 N -0.13969 -0.59428 -1.27920
4 N -0.34378 -1.20279 -0.11079
5 C 0.19983 -0.50408 0.92948
6 N 0.85979 0.50209 0.47779
7 H 0.16691 2.41658 -0.45156
8 H -0.85988 -2.06310 -0.05065
9 H 0.00429 -0.73757 1.96468

Computed properties:
Frontier orbital gap (alpha / beta) ... 8.38 / 8.38 eV
Charge ... 0
SMILES ... Oc1nc[nH]n1
LUMO (alpha / beta) ... -0.0158 / -0.0157 hartree

=====

Which structure is the least stable? The one labeled #two.

=====

#one
Density functional theory data (the ωB97M-V functional and the def2-TZVPD basis) for a single C2H3N3O molecule.

Geometry (Å):
1 C 1.81706 -0.66919 0.69766
2 C 0.22091 0.59315 -0.10344
3 N 1.76940 -0.75343 -0.73754
4 N 1.15653 0.14327 -1.13064
5 N 0.97788 0.03758 1.25593
6 O -0.80763 0.58495 -1.01507
7 H 2.53319 -1.00999 1.34771
8 H 0.16614 1.60434 0.24460
9 H -1.70987 1.07374 -0.87381

Computed properties:
Frontier orbital gap ... 9.40 eV
Charge ... 0
SMILES ... O[C@H]1N=CN=N1
LUMO ... -0.0068 hartree

=====

#two
Density functional theory data (the ωB97M-V functional and the def2-TZVPD basis) for a molecular structure, C2H3N3O.

Geometry (Å):
1 O -1.99410 -0.43481 -0.39120
2 C -0.65432 -0.26975 -0.38503
3 N 0.18100 -1.24255 -0.04141
4 N 1.28062 -0.56112 0.22557
5 N 1.22378 0.75487 0.12937
6 C -0.02029 0.98048 -0.26579
7 H -1.69078 -0.16642 0.59713
8 H 2.11777 -1.03146 0.51057
9 H -0.44367 1.97075 -0.37920

Computed properties:
Frontier orbital gap ... 10.65 eV
Charge ... 0
LUMO ... 0.0284 hartree

=====

Which structure is the least stable? The one labeled #one.